Molecular formula: C9H18N3O
Method: DFT, wB97M-V/def2-TZVPD

The geometry in XYZ format:
```
31
Properties=species:S:1:pos:R:3:forces:R:3
C 2.49168 -2.23099 0.51885 -0.42 -0.29 -0.31
C 1.63471 -1.55975 -0.29053 1.52 -1.08 0.28
C 1.31892 -2.13893 -1.67426 -1.83 -0.52 0.02
C 0.87341 -0.45423 0.24903 -1.75 -1.15 -4.25
C 1.10756 0.36140 1.37743 0.48 -0.19 2.03
C 1.56255 1.72861 0.93007 0.96 2.05 0.59
C 0.47031 2.60291 0.24748 0.22 -0.73 1.50
N -0.04655 0.00689 -0.72695 3.05 -0.26 -1.39
C -1.31754 0.26850 -0.50351 -3.23 0.87 0.47
N -1.96119 0.99148 -1.50583 -0.09 -0.14 0.47
N -1.93977 -0.31046 0.51746 -1.26 1.42 -2.92
C -3.39305 -0.49527 0.47595 -2.69 1.01 1.98
O -1.30049 -0.97250 1.36708 1.69 -1.04 1.46
H 2.98073 -3.15913 0.19669 -0.22 0.52 -0.06
H 2.63757 -2.00354 1.56021 0.09 0.36 0.15
H 1.54998 -1.41248 -2.53159 -0.52 -1.16 1.13
H 1.82134 -3.14680 -1.86970 -0.48 1.66 0.39
H 0.15069 -2.38209 -1.56182 2.44 0.55 -0.95
H 0.15717 0.52208 1.92572 0.56 -0.39 0.09
H 1.90963 -0.06475 2.03665 -1.07 0.17 -0.49
H 1.98047 2.08547 1.95905 -0.81 0.41 -2.11
H 2.37167 1.79686 0.18437 0.28 -0.77 0.70
H -0.47662 2.41143 0.72680 -0.69 -0.39 -0.19
H 0.42414 2.47872 -0.83675 0.09 0.17 0.28
H 0.60978 3.61417 0.52996 0.59 1.21 -0.29
H 0.19754 0.13275 -1.79478 -0.25 -1.05 2.90
H -1.33108 1.70293 -1.87163 -0.81 0.05 0.02
H -2.95152 1.26303 -1.38845 1.19 -0.20 -0.03
H -3.56295 -1.24917 1.25851 0.14 -0.36 -0.85
H -4.06022 0.32603 0.97993 1.79 -0.60 -1.08
H -3.90890 -0.71319 -0.48541 1.04 -0.14 0.45
```
Forces are in eV/Å.

Summary:
Calculated total energy in eV: -16131.71442
Net charge: +1
Orbital gap (alpha / beta) in Eh: 0.2419 / 0.2430
HOMO (alpha / beta) in Ha: -0.4256 / -0.4264
SMILES string: C=C(C)/C(CCC)=[NH+]/C(=[NH2+])N(C)[O-]
Energy above the lowest of the compared OMol25 structures with the same formula, charge and spin in kcal per mole: 89.28

Molecular formula: C9H18N4O3PtSTe4
Method: DFT, wB97M-V/def2-TZVPD

The geometry in XYZ format:
```
40
Properties=species:S:1:pos:R:3:forces:R:3
Pt 0.10448 0.53761 0.68228 0.97 2.41 1.62
Te -1.71232 4.11713 -1.50020 0.73 0.16 -0.60
Te -4.18171 3.07556 -1.03758 -0.36 -0.24 0.65
Te -3.58996 2.67885 1.58539 -0.79 -0.54 -0.28
Te -0.84603 3.06898 1.23149 0.99 -0.58 -0.22
C -3.56092 -2.37102 -1.24977 -0.47 -0.25 -1.37
C -2.28677 -2.65533 -0.58054 1.46 -2.79 0.08
N -1.75879 -3.87785 -0.44841 -1.44 1.61 0.33
N -0.61696 -3.68975 0.27842 0.23 0.98 -0.30
C -0.32519 -2.37901 0.44273 1.14 0.27 0.37
S 1.17022 -1.60738 0.88300 -1.56 -0.96 -0.47
N -1.45662 -1.73814 -0.00467 -0.21 0.92 -0.99
N -1.57962 -0.31039 -0.25471 -2.21 -0.94 -1.00
H -3.78685 -1.27907 -1.26846 -0.12 -1.02 0.03
H -4.31179 -2.98602 -0.74649 -0.24 0.56 0.05
H -3.55211 -2.79168 -2.30583 0.18 0.76 1.16
H -0.05677 -4.50096 0.54857 -0.19 0.72 -0.27
H -1.56406 -0.10805 -1.31385 0.40 -0.47 1.84
H -2.54346 0.00604 0.10166 1.73 -0.41 -0.22
C 2.90155 0.03343 -1.34492 -0.76 1.13 1.06
C 1.98079 1.23355 -1.58857 -0.70 0.33 -0.39
C 2.61227 2.40527 -0.83298 -0.88 0.24 0.56
C 1.70937 1.53591 -3.07229 -0.70 0.74 0.60
O 0.60761 0.89986 -1.23598 0.65 -0.01 1.17
H 3.89632 0.22697 -1.68111 0.64 -0.06 -0.79
H 2.40801 -0.81355 -1.75392 0.13 -1.07 -0.38
H 3.02856 -0.05016 -0.24803 -0.26 -0.32 -0.49
H 3.29401 2.96734 -1.46811 0.15 -0.10 -0.03
H 3.15418 1.97632 0.01817 -0.02 0.54 0.02
H 1.85775 3.12270 -0.45257 0.29 -0.37 -0.24
H 2.55584 1.86404 -3.66176 0.31 -0.09 -0.06
H 0.88613 2.31431 -3.13803 1.02 -0.83 0.10
H 1.30047 0.59768 -3.40659 -0.11 -0.23 -0.84
C 0.59463 -0.53902 4.70101 0.12 0.55 -0.75
C 0.64390 0.23308 3.38029 -0.48 0.69 0.24
O -0.49132 0.16651 2.67186 1.89 -0.07 -0.01
O 1.65865 0.85812 3.03433 -1.35 -0.93 -0.24
H 1.06496 -1.48865 4.50141 -0.18 -0.63 -0.11
H -0.41309 -0.63189 5.06768 -0.35 -0.30 -0.04
H 1.20462 -0.10135 5.46706 0.34 0.60 0.20
```
Forces are in eV/Å.

Summary:
Calculated total energy in eV: -64979.35012
Orbital gap (alpha / beta) in Eh: 0.1802 / 0.1991
HOMO (alpha / beta) in Ha: -0.2039 / -0.2747
Energy above the lowest of the compared OMol25 structures with the same formula, charge and spin in kcal per mole: 18.85
Spin multiplicity: 5

Molecular formula: C9H18NORb
Method: DFT, wB97M-V/def2-TZVPD

The geometry in XYZ format:
```
30
Properties=species:S:1:pos:R:3:forces:R:3
Rb 4.25745 -0.64042 1.50914 -0.92 0.46 -0.58
C -0.44748 1.76261 1.45121 0.75 -0.64 -1.18
C 0.03079 0.29954 1.22645 -1.69 -0.69 0.26
C -1.19425 -0.67351 1.19528 0.13 0.59 -0.79
C -1.88433 -0.77065 -0.15988 -0.76 -0.46 0.42
C -0.87418 -1.17397 -1.20888 0.39 -0.33 0.26
C 0.29900 -0.15942 -1.28565 -2.24 0.32 0.15
N 0.80772 0.07858 0.03562 1.94 -1.45 0.48
O 2.07847 0.71489 -0.03353 0.10 0.13 0.85
C -0.31073 1.13052 -1.89861 -0.06 0.98 -0.27
C 1.35312 -0.74787 -2.20583 -0.33 -0.02 -0.79
C 0.77877 -0.14319 2.49275 1.70 0.31 -0.78
H -1.32349 1.93644 0.82581 -0.33 0.13 0.51
H 0.33527 2.37913 1.00075 0.10 0.21 0.47
H -0.57550 1.93944 2.51334 -0.33 0.41 -0.02
H -1.94631 -0.36418 1.92511 0.25 -0.11 0.31
H -0.82909 -1.68403 1.39362 -0.03 0.04 0.37
H -2.49145 0.11411 -0.37712 0.48 0.25 -0.27
H -2.65424 -1.54577 -0.03879 0.11 -0.09 -0.21
H -1.31400 -1.38906 -2.18597 -0.06 0.54 -0.10
H -0.45727 -2.15082 -0.92478 0.08 0.10 0.25
H -0.87292 1.78383 -1.22195 0.22 -0.54 0.53
H -1.07380 0.95812 -2.66721 0.55 -0.26 -0.41
H 0.48047 1.80323 -2.24306 -0.03 -0.23 -0.34
H 0.85317 -1.34656 -2.97855 -0.13 0.07 0.03
H 2.02056 -1.44078 -1.70016 0.21 0.29 0.21
H 1.86016 0.04244 -2.75778 0.50 -0.13 0.35
H 0.26925 0.02154 3.43753 -0.28 0.00 -0.09
H 1.70116 0.44588 2.47276 0.05 0.27 0.39
H 1.12365 -1.18009 2.40839 -0.39 -0.14 0.00
```
Forces are in eV/Å.

Summary:
Calculated total energy in eV: -13814.98536
Orbital gap in Eh: 0.1432
HOMO in Ha: -0.1799
Energy above the lowest of the compared OMol25 structures with the same formula, charge and spin in kcal per mole: 12.17

Molecular formula: C9H18NOSn
Method: DFT, wB97M-V/def2-TZVPD

The geometry in XYZ format:
```
30
Properties=species:S:1:pos:R:3:forces:R:3
Sn -2.03846 1.16108 -4.38751 0.26 -0.36 1.64
C -1.32014 -0.65162 1.80858 0.73 -0.91 -1.01
C -0.78716 0.55018 1.01704 0.38 0.58 1.55
C 0.60664 0.99253 1.58484 2.64 -0.76 -2.53
C 1.82488 0.10361 1.04248 -1.78 -0.96 0.76
C 1.79420 -0.06390 -0.47485 1.39 1.01 0.63
C 0.47652 -0.41792 -1.06303 -2.48 -1.49 -0.64
N -0.69189 0.40190 -0.48113 -0.62 0.51 -0.82
O -1.96852 0.30424 -1.17368 2.79 -0.23 0.52
C 0.21066 -1.96728 -0.88537 -0.70 0.23 -0.33
C 0.57333 -0.19482 -2.62088 -0.55 -0.02 0.67
C -1.68246 1.67055 1.51506 -0.41 1.81 -0.79
H -2.30722 -0.94635 1.45234 0.01 0.03 -0.09
H -1.38457 -0.43883 2.87567 0.19 0.02 -0.10
H -0.61684 -1.46090 1.61227 -0.27 -0.45 0.44
H 0.71501 1.25493 2.63722 -0.58 -0.62 0.12
H 0.95085 1.88506 1.06231 -0.91 0.76 0.00
H 1.69982 -0.92694 1.37478 -0.06 -0.18 0.54
H 2.80821 0.38190 1.42160 -0.12 0.46 -0.11
H 2.52277 -0.84879 -0.67785 -0.15 -0.32 -0.32
H 2.21526 0.78306 -1.01658 -0.15 0.54 0.21
H -0.85390 -2.19632 -0.93396 -0.26 0.45 0.06
H 0.53958 -2.41417 0.05282 0.39 0.24 -0.05
H 0.58994 -2.53774 -1.73321 0.60 0.00 0.10
H 1.47299 -0.59827 -3.08557 0.31 -0.06 0.51
H 0.54853 0.86825 -2.86045 -0.17 0.20 0.02
H -0.22450 -0.75795 -3.10507 -0.44 0.20 -0.07
H -2.68005 1.66427 1.07587 0.14 0.11 -0.25
H -1.16643 2.62059 1.37636 -0.35 0.36 -0.92
H -1.82705 1.77963 2.58991 0.15 -1.14 0.26
```
Forces are in eV/Å.

Summary:
Calculated total energy in eV: -18987.23372
Orbital gap (alpha / beta) in Eh: 0.1556 / 0.1537
HOMO (alpha / beta) in Ha: -0.2269 / -0.2208
Spin multiplicity: 2

Molecular formula: C9H18O3
Method: DFT, wB97M-V/def2-TZVPD

The geometry in XYZ format:
```
30
Properties=species:S:1:pos:R:3:forces:R:3
C -0.18478 0.31303 4.93091 -2.58 1.84 -2.41
C 0.15784 -1.04801 4.40399 -3.50 2.12 -0.20
C -0.81974 -1.65324 3.41802 1.70 1.00 -1.45
O 1.11852 -1.57127 4.80228 3.24 -2.47 0.78
H 0.71893 0.93596 4.89147 -0.37 -0.06 0.06
H -0.58980 0.31846 5.97298 0.15 -0.13 -1.01
H -1.03309 0.73029 4.07112 2.29 -0.57 2.95
H -0.33895 -2.48461 3.03112 1.57 -1.62 -1.17
H -1.12568 -1.06688 2.54058 0.09 0.32 0.64
H -1.62562 -2.17012 3.77628 -2.59 -0.44 1.79
C -0.59169 1.07651 0.01800 -0.61 1.74 1.83
C 0.32032 2.17774 -0.64690 6.01 -2.98 2.19
C -0.21578 3.43460 -1.13506 3.41 2.49 1.51
O 1.59030 1.95451 -0.69243 -4.97 0.51 0.03
H -1.54079 1.36152 0.52692 0.50 0.99 -0.63
H -0.26366 0.37428 0.78141 1.66 0.58 0.13
H -0.95364 0.38492 -0.63965 -0.80 -1.47 -2.80
H 0.51706 4.06251 -1.72874 -0.31 -0.97 1.08
H -0.58648 4.04386 -0.31241 -0.64 -0.14 -0.23
H -0.83411 3.11336 -1.82774 -4.28 -0.78 -3.16
C 0.51401 -1.92885 -2.36284 -0.30 -0.14 1.15
C 0.17194 -1.01756 -3.52129 1.12 1.62 -0.94
C 1.02263 -1.15605 -4.88177 -0.28 2.90 0.85
O -0.73892 -0.21777 -3.45446 0.44 -0.59 0.02
H -0.13213 -1.71344 -1.41241 0.97 -0.67 -2.12
H 1.54667 -2.19192 -2.02126 -0.47 1.15 -0.65
H 0.29940 -2.82428 -2.93591 -0.81 -1.09 0.73
H 1.15109 -2.21755 -5.10581 0.72 0.39 -0.13
H 1.96561 -0.41745 -4.76756 -1.62 -2.41 0.00
H 0.48056 -0.60253 -5.71882 0.26 -1.09 1.16
```
Forces are in eV/Å.

Summary:
Calculated total energy in eV: -15763.77757
Orbital gap in Eh: 0.3778
HOMO in Ha: -0.3548
SMILES string: CC(C)=O.CC(C)=O.CC(C)=O
Energy above the lowest of the compared OMol25 structures with the same formula, charge and spin in kcal per mole: 78.81

Molecular formula: C9H18OSi2
Method: DFT, wB97M-V/def2-TZVPD

The geometry in XYZ format:
```
30
Properties=species:S:1:pos:R:3:forces:R:3
C 1.92031 -2.21211 0.17115 0.20 3.50 2.64
C 0.46804 -2.14113 -0.16485 1.83 -0.43 -1.76
C -0.15848 -0.99122 -0.38312 -3.19 -1.39 0.44
C -1.71913 -1.00259 -0.78782 1.47 0.86 0.69
C -2.12679 0.51263 -0.74479 -0.82 -1.61 -1.83
C -3.42015 0.88500 0.03672 1.63 -0.33 -1.21
C -3.13893 0.72732 1.53243 -3.24 -1.30 -1.37
C -0.94909 1.17531 -0.26842 3.78 -1.33 1.06
C 0.17582 0.36850 -0.02209 -1.48 3.00 -0.64
Si 1.73640 1.21081 0.59449 2.28 -2.16 0.73
O 3.17007 0.82498 -0.22618 -1.40 -0.07 0.19
Si 4.64906 0.15602 -0.15416 0.58 0.85 1.46
H 2.64594 -1.69617 -0.48789 -0.71 -0.37 0.06
H 2.15916 -3.20245 0.27742 1.08 -2.37 0.28
H 2.05125 -1.71586 1.23209 0.11 -0.92 -1.79
H 0.21916 -3.15749 -0.53028 -1.23 1.00 0.28
H -1.76674 -1.43683 -1.81762 -0.64 0.03 1.18
H -2.26779 -1.47536 0.06440 0.32 -0.37 -1.25
H -2.19311 0.84628 -1.79958 -0.53 0.01 0.24
H -4.19238 0.17411 -0.34672 0.10 1.10 0.41
H -3.53470 1.95848 -0.24769 -0.81 -0.80 0.36
H -2.16339 1.04609 1.73026 0.92 1.54 1.15
H -4.10961 1.04418 1.98638 1.51 0.46 0.69
H -3.08500 -0.32756 1.74941 -0.08 -0.64 0.10
H -0.96265 2.22975 -0.17676 0.23 1.07 0.32
H 1.91505 2.61668 0.62506 -0.91 1.36 -0.22
H 2.14047 0.78533 2.01207 -0.70 0.06 -0.57
H 4.70249 -0.90460 -1.10906 0.29 -0.58 -0.86
H 4.95297 -0.59561 1.21272 -0.24 1.03 -1.16
H 5.57739 1.35984 -0.47502 -0.36 -1.20 0.35
```
Forces are in eV/Å.

Summary:
Calculated total energy in eV: -27426.58659
Orbital gap in Eh: 0.3215
HOMO in Ha: -0.3034
SMILES string: C/C=C1/C[C@@H](CC)C=C1[SiH2]O[SiH3]
Energy above the lowest of the compared OMol25 structures with the same formula, charge and spin in kcal per mole: 6.74

Molecular formula: C9H19AlBF4N2O3PS
Method: DFT, wB97M-V/def2-TZVPD

The geometry in XYZ format:
```
41
Properties=species:S:1:pos:R:3:forces:R:3
C 4.29701 1.87295 1.43087 0.01 0.04 0.28
C 4.05688 2.02240 -0.21510 -0.34 -1.27 2.44
C 3.38977 0.57591 -0.72418 1.10 -0.66 -5.65
O 3.45666 0.27584 -2.02874 -1.10 1.54 8.60
O 2.82394 -0.27108 0.33759 -0.59 2.32 -2.97
C 1.45632 -0.71789 0.03079 -1.01 -1.58 0.15
C 0.36999 0.48590 -0.21806 -0.12 -0.22 -1.09
C -0.81402 0.46726 0.91571 2.44 2.00 1.67
C -1.36698 2.03527 1.09558 -1.57 0.57 -1.05
C -2.60770 2.06517 -0.00044 1.08 -2.14 0.11
C -3.05145 0.48406 0.20328 1.05 0.49 0.08
B -4.62757 0.22724 -0.19384 -2.83 -0.65 1.19
N -5.12096 -0.46358 -1.45305 -0.79 1.48 1.77
O -5.66188 0.66996 0.78624 4.33 -0.03 -0.55
N -2.07130 -0.34639 0.69715 -3.66 4.40 -2.17
P -2.47232 -2.05706 1.00197 1.70 -3.62 0.71
S -0.99662 -3.30510 0.76925 -0.73 1.16 -0.01
H 4.74006 2.86327 1.91142 -0.73 -2.08 -1.25
H 3.27484 1.68212 2.01252 2.25 0.22 -1.44
H 5.03896 0.95901 1.62176 -1.73 2.11 -0.28
H 3.27409 2.88402 -0.33786 1.56 -1.68 -0.28
H 5.10558 2.23273 -0.68988 -2.42 -0.50 0.46
H 1.42703 -1.49820 -0.86121 0.29 1.74 1.70
H 1.07875 -1.30748 0.99749 1.21 1.27 -2.07
H 0.83753 1.57544 -0.20124 -0.79 -2.45 0.19
H -0.05089 0.34968 -1.32540 0.64 0.29 2.45
H -0.32875 0.10864 1.92735 -1.00 0.62 -2.05
H -0.67035 2.90398 0.69923 -0.94 -2.18 1.41
H -1.85036 2.28445 2.15778 1.41 -0.69 -2.23
H -3.45782 2.86654 0.12228 1.60 -1.89 -0.07
H -2.16531 2.12631 -1.10202 -0.95 -0.13 2.24
H -5.91615 -1.08555 -1.11902 1.08 0.95 -0.62
H -5.61802 0.30152 -1.99686 0.74 -1.26 0.46
H -5.20736 1.09288 1.59561 -1.23 -0.92 -1.65
H -2.91848 -2.15272 2.39104 -0.13 0.96 -1.16
H -3.57239 -2.56581 0.18420 0.36 1.60 0.50
F 1.63231 -3.15487 -2.57221 1.54 -0.68 0.79
Al 3.18380 -3.92832 -2.08446 0.58 -0.29 -0.29
F 3.59891 -3.43340 -0.40325 -0.72 -0.46 -1.91
F 4.49349 -3.40564 -3.20480 -1.72 -0.64 1.45
F 3.01074 -5.71950 -2.15750 0.11 2.27 0.15
```
Forces are in eV/Å.

Summary:
Calculated total energy in eV: -57032.73877
Orbital gap in Eh: 0.2353
HOMO in Ha: -0.3625